[1]
DFT (ωB97M-V/def2-TZVPD) results for a molecular structure, C20H49CsLi2N4O17PS.

As for the charge: +1. Its strongest force on any atom is 9.58 eV/A. The frontier orbital gap comes out at 1.22 eV. The spin multiplicity is 1. For the total energy, the calculation gives -3063.24593 hartree.

Last column: Mulliken charge in e.
Geometry (Å):
C -2.116336 -2.179751 0.712786  -1.94
C -2.756305 -1.380910 1.993908  0.02
O -2.731467 0.086780 1.892689  -0.47
P -3.398128 0.666012 0.395935  -0.31
C -2.214548 1.656243 -0.714241  -0.93
C -0.689429 1.855651 -0.130466  0.16
O 0.036602 0.569247 0.096974  -0.43
C -0.592999 2.903810 1.128530  -0.28
N -0.533457 2.276994 2.497020  -0.44
N -4.818407 1.696288 0.818631  0.35
C -5.714415 1.940976 -0.372385  0.38
C -7.231331 1.375227 -0.607659  -0.87
O -5.210593 2.727403 -1.364657  -0.52
C -5.559604 1.168237 2.025185  0.26
C -6.251872 2.261925 3.080633  -0.95
O -5.766325 -0.123888 2.322558  -0.50
H -2.974742 -2.731409 0.096311  0.58
H -1.321025 -2.960224 1.134568  0.15
H -1.539367 -1.506788 -0.054155  1.17
H -2.074246 -1.660057 2.932240  0.36
H -3.807947 -1.845521 2.216621  0.30
H -3.950958 -0.417182 -0.429479  0.25
H -2.114180 1.234569 -1.826600  0.52
H -2.652177 2.757527 -0.856625  0.46
H -0.082490 2.375297 -1.019200  0.35
H -0.323854 0.090823 0.898604  0.27
H -1.437218 3.741967 1.046234  0.54
H 0.435441 3.492960 0.983898  -0.14
H 0.091431 1.445807 2.553229  0.07
H -1.468592 2.120112 2.928878  0.09
H -7.884848 2.309847 -0.960332  0.33
H -7.343550 0.574258 -1.455629  0.30
H -7.767324 0.952340 0.341388  0.31
H -5.817781 3.339870 2.943153  0.31
H -7.406881 2.264257 2.787568  0.30
H -6.205048 1.875781 4.207162  0.34
N 1.515169 0.152528 4.277296  0.96
O 1.353352 1.351314 4.560136  -0.59
O 2.116897 -0.595724 5.065230  -0.62
O 1.075189 -0.297682 3.206529  -0.59
C 1.058657 -5.476352 0.093292  -0.97
C -0.206922 -6.022267 0.731153  -0.46
O -1.316377 -6.065982 -0.162757  -0.40
C -1.176603 -6.898905 -1.310415  -0.22
C -0.982569 -8.365891 -0.970643  -1.06
H 0.864149 -4.514618 -0.392753  0.20
H 1.839652 -5.341068 0.847404  0.42
H 1.446208 -6.156082 -0.671232  0.32
H -0.497169 -5.360365 1.554179  0.34
H -0.033868 -7.008436 1.172989  0.36
H -0.369849 -6.531329 -1.952605  0.26
H -2.103574 -6.792743 -1.884499  0.31
H -0.018534 -8.538922 -0.484485  0.26
H -1.014207 -8.976943 -1.877460  0.39
H -1.761712 -8.710963 -0.282702  0.29
O 1.788393 5.986599 1.269712  -0.67
S 3.062169 5.915322 1.956843  1.13
O 3.544152 6.992669 2.793598  -0.61
O 4.222293 5.525274 0.881105  -0.14
C 4.391469 6.347477 -0.265212  -0.57
C 5.070961 7.658368 0.085466  -0.92
C 3.111936 4.414373 2.903590  -0.96
H 3.431161 6.519188 -0.763906  0.34
H 5.024798 5.795768 -0.968115  0.40
H 4.436626 8.270493 0.732893  0.29
H 5.288268 8.238053 -0.815759  0.39
H 6.005065 7.476179 0.626969  0.25
H 2.781914 3.584132 2.275753  0.24
H 2.436724 4.533095 3.754479  0.43
H 4.131352 4.254872 3.260231  0.43
O -2.459607 4.532417 3.331269  -0.93
H -1.710089 3.983450 3.189560  0.16
Cs -1.484848 -1.300400 -1.739585  1.21
C -2.479477 -4.548306 -5.644296  0.68
O -3.256972 -5.456315 -5.263467  -0.76
O -2.696875 -4.246061 -6.916380  -0.48
O -1.580920 -3.919563 -5.041704  -0.76
H -3.409996 -4.913945 -6.975916  0.34
C 4.251451 -0.715288 -2.926473  -0.98
C 4.513029 -2.141115 -2.550796  0.51
O 3.806913 -2.835494 -1.846200  -0.50
N 5.696210 -2.811402 -2.927481  -0.01
C 5.861735 -2.985320 -4.381789  -0.87
H 3.190097 -0.492845 -2.787360  0.23
H 4.851196 -0.056914 -2.294757  0.38
H 4.498699 -0.545864 -3.977169  0.39
H 6.486522 -2.281804 -2.552188  0.38
H 5.618231 -3.710977 -2.435074  0.38
H 6.704443 -3.661601 -4.540429  0.36
H 6.074167 -2.011938 -4.829579  0.36
H 4.944281 -3.418332 -4.789288  0.37
O 7.634632 4.960899 -0.090069  -0.99
H 6.795672 5.182348 0.270946  0.18
Li -1.484848 0.826462 3.835600  0.86
Li 0.315152 6.251994 2.393047  0.85

Forces on atoms 1 to 6 (eV/Å):
C -0.01 -0.51 1.73
C 0.75 -3.36 0.98
O -1.26 0.34 -2.91
P -1.24 1.31 0.91
C 0.87 1.55 -0.81
C 0.80 0.77 -0.42

=====

[2]
DFT (ωB97M-V/def2-TZVPD) results for C2H2P2S2 in the gas phase.

As for the charge: 0. Its strongest force on any atom is 5.29 eV/A. The frontier orbital gap (spin up / spin down) comes out at 6.16 / 6.82 eV. The spin multiplicity is 3. For the total energy, the calculation gives -1556.34278 hartree. For the energy above the lowest of the compared OMol25 structures with the same formula, charge and spin, the calculation gives 0.000 eV.

Last column: Mulliken charge in e.
Geometry (Å):
C 0.888814 0.728449 -0.248637  -0.45
C 0.065897 -0.572824 -0.943714  -0.30
P 1.322686 2.216557 -1.101709  0.07
P 2.251801 1.694772 -2.883768  0.05
S 0.603343 -1.186070 -2.427803  0.01
S 2.517063 -0.541192 -2.561605  -0.17
H 0.728599 0.936817 0.743910  0.40
H -0.873213 -0.928491 -0.657770  0.41

Forces on atoms 1 to 6 (eV/Å):
C -2.04 -1.25 -4.72
C 3.65 3.00 0.92
P -0.18 -1.16 0.96
P 0.32 -1.71 0.14
S -0.22 -0.17 0.08
S 0.21 1.53 -0.68

=====

[3]
DFT (ωB97M-V/def2-TZVPD) results for 5 unconnected molecules or ions with the total composition C59H101NO5S.

As for the charge: 0. Its strongest force on any atom is 7.00 eV/A. The frontier orbital gap comes out at 7.18 eV. The spin multiplicity is 1. For the total energy, the calculation gives -3137.10223 hartree. The SMILES is C#CCCCc1ccc(OCCCC)c2c1C(=O)c1cc(CSCC)c(CCCCN)c(CCCCOC=O)c1C2=O.CCCCCC.CCCCCC.CCCCCC.CCCCCC.

Last column: Mulliken charge in e.
Geometry (Å):
C 6.298417 -4.085648 0.317291  -0.29
C 6.685659 -3.759520 -0.910164  -0.09
C 7.214786 -3.052795 -2.250055  -0.51
C 6.242906 -1.896867 -2.840688  -0.83
C 4.870682 -1.672936 -2.022739  -0.04
C 5.060357 -0.843975 -0.635094  0.56
C 6.523447 -0.533638 -0.048468  -0.43
C 6.708760 0.239786 1.338409  -0.84
C 5.456029 0.740991 2.203784  -0.28
O 5.575214 1.401744 3.472052  -0.42
C 6.399182 2.605484 3.395441  -0.66
C 5.858187 3.645937 2.271057  -0.07
C 6.833128 3.726875 0.974523  -0.18
C 7.692425 5.122883 0.897257  -0.96
C 3.998543 0.469995 1.590365  0.56
C 3.817024 -0.307710 0.196929  0.40
C 2.303958 -0.525230 -0.331125  0.16
O 1.934261 -1.576556 -0.987627  -0.64
C 1.268774 0.682505 0.030554  0.32
C 0.108619 1.160759 -0.939627  -1.48
C -0.899210 2.337883 -0.519730  0.80
C -2.126656 2.816367 -1.491961  -0.19
S -2.102428 1.966426 -3.148038  -0.20
C -3.309286 2.745713 -4.335733  -0.22
C -4.620283 3.183454 -3.494840  -0.84
C -0.776607 3.068084 0.871943  0.60
C -1.725077 4.245604 1.417454  -0.33
C -1.273977 5.739590 0.994163  -0.93
C 0.300559 6.059126 1.177450  -0.12
C 0.615310 6.924270 2.542543  -0.69
N 2.008334 6.691247 3.056742  -0.60
C 0.401071 2.594113 1.864174  -0.05
C 0.566290 3.287920 3.317778  -0.57
C -0.045960 2.335178 4.469390  -0.18
C -1.666426 2.348612 4.566532  -1.12
C -2.367451 1.325991 3.523908  0.24
O -3.675390 1.773603 3.034040  -0.46
C -4.205750 0.676810 2.235002  0.28
O -5.455553 0.405836 2.299933  -0.57
C 1.425465 1.433495 1.445645  0.55
C 2.643454 0.941071 2.363729  0.10
O 2.668674 0.907714 3.639664  -0.66
H 5.953198 -4.247519 1.413179  0.32
H 7.379921 -3.851182 -3.086068  0.31
H 8.255608 -2.580703 -2.067872  0.29
H 5.931600 -2.249212 -3.910040  0.39
H 6.841326 -0.914943 -3.011801  0.31
H 4.315646 -2.667809 -1.771784  -0.09
H 4.142305 -1.091396 -2.718702  0.46
H 7.490031 -0.866941 -0.602427  0.03
H 7.764406 0.468562 1.775386  0.32
H 7.495094 2.281734 3.252283  0.30
H 6.336819 3.108028 4.446619  0.31
H 4.742990 3.435257 1.997483  -0.20
H 5.857251 4.697639 2.760169  0.49
H 6.281928 3.641399 -0.037013  0.34
H 7.624957 2.869761 0.991970  0.10
H 8.807563 4.832266 0.741555  0.25
H 7.406082 5.767609 -0.029546  0.24
H 7.652335 5.716582 1.887706  0.30
H 0.041245 0.615655 -1.956119  0.20
H -3.090836 2.449648 -0.945057  0.33
H -2.215403 3.961039 -1.567415  0.24
H -2.759864 3.623784 -4.850002  0.17
H -3.587641 1.956157 -5.148837  0.34
H -4.999495 2.222454 -2.951844  0.28
H -4.359349 3.957764 -2.662020  0.19
H -5.447988 3.569117 -4.206071  0.28
H -2.784163 4.064123 0.959270  0.40
H -1.889177 4.218383 2.570045  -0.24
H -1.605149 6.052855 -0.070096  0.22
H -1.839287 6.466147 1.716291  0.42
H 0.999928 5.151632 1.072853  0.00
H 0.589251 6.783956 0.306052  0.41
H -0.184110 6.779447 3.358078  0.29
H 0.569152 8.046336 2.227059  0.32
H 2.538573 6.024809 2.473206  0.26
H 1.877973 6.326567 4.023459  0.28
H 0.147018 4.355959 3.384732  -0.09
H 1.714212 3.383744 3.519736  0.26
H 0.339628 2.747190 5.485835  0.44
H 0.255518 1.219915 4.339888  -0.12
H -2.124582 3.419230 4.546557  0.35
H -1.921142 1.939085 5.631801  0.42
H -2.544021 0.330926 4.113313  0.35
H -1.717957 1.056664 2.611943  0.04
H -3.521298 0.004002 1.576191  0.36
C -5.067142 -2.569787 4.103795  -1.41
C -4.307328 -3.122340 2.907260  0.73
C -5.177941 -3.307479 1.663636  -0.72
C -6.325607 -4.310400 1.809348  -0.90
C -5.904142 -5.723062 2.213946  -0.39
C -5.000359 -6.394085 1.189221  -0.84
H -5.858440 -3.248532 4.432915  0.42
H -4.385318 -2.424056 4.946586  0.37
H -5.519829 -1.603168 3.864732  0.22
H -3.827810 -4.067723 3.181635  0.08
H -3.496677 -2.426290 2.661212  -0.19
H -4.535840 -3.609615 0.828474  0.33
H -5.601472 -2.336686 1.379560  0.32
H -6.865466 -4.358667 0.855730  0.41
H -7.047811 -3.936670 2.542609  0.30
H -6.805481 -6.334239 2.335552  0.36
H -5.407798 -5.712283 3.188781  0.24
H -5.490926 -6.454635 0.213662  0.32
H -4.758058 -7.411589 1.509793  0.40
H -4.057817 -5.852855 1.069762  -0.04
C 1.875721 -2.839327 2.044581  -0.77
C 0.411461 -2.807909 2.457966  0.41
C 0.185885 -2.208152 3.847391  0.54
C 0.837794 -2.970391 5.004684  -1.03
C 0.424717 -4.436863 5.137570  -0.41
C -1.060343 -4.621200 5.420294  -0.82
H 2.471330 -3.471402 2.709052  0.51
H 1.972284 -3.240572 1.032154  0.07
H 2.303640 -1.832672 2.051315  -0.11
H -0.006938 -3.818463 2.404350  -0.36
H -0.142530 -2.206962 1.727537  0.35
H -0.893070 -2.130326 4.024834  0.22
H 0.565596 -1.178862 3.855209  -0.54
H 0.599275 -2.448428 5.939560  0.52
H 1.927055 -2.921910 4.904563  0.30
H 0.991687 -4.884157 5.961700  0.40
H 0.698536 -4.996035 4.238001  0.14
H -1.350031 -4.104725 6.339733  0.32
H -1.292074 -5.683413 5.541606  0.43
H -1.677489 -4.240889 4.601209  -0.13
C -5.218034 5.718910 -7.015825  -1.28
C -4.739028 4.419352 -7.646176  -0.19
C -3.330130 4.514693 -8.235108  -0.53
C -3.164469 5.517503 -9.381199  -0.86
C -4.079318 5.292714 -10.585885  -0.38
C -3.841897 3.959435 -11.282225  -1.18
H -5.288585 6.523912 -7.751991  0.37
H -6.211209 5.582671 -6.579046  0.38
H -4.539909 6.039015 -6.218881  0.26
H -5.453071 4.097355 -8.410903  0.33
H -4.740550 3.638934 -6.876666  0.16
H -3.024421 3.519167 -8.575637  0.34
H -2.629478 4.785805 -7.436014  0.30
H -2.120987 5.487352 -9.717781  0.40
H -3.327769 6.532154 -9.003272  0.32
H -3.904465 6.096598 -11.309566  0.37
H -5.129681 5.369584 -10.290076  0.23
H -2.806781 3.876622 -11.624967  0.29
H -4.495395 3.868153 -12.154628  0.37
H -4.055463 3.115005 -10.620977  0.28
C -1.109901 -6.502430 0.667578  -0.98
C -0.413903 -5.719828 -0.436789  0.87
C 0.202990 -6.610975 -1.516167  -1.04
C 1.309428 -7.554176 -1.033967  -0.90
C 2.500483 -6.874171 -0.356522  -0.18
C 3.257749 -5.926642 -1.277578  -0.68
H -0.410466 -7.140701 1.214201  0.32
H -1.562929 -5.815329 1.387921  0.07
H -1.904068 -7.133459 0.257298  0.34
H 0.347456 -5.065814 0.000666  -0.73
H -1.149361 -5.060406 -0.911144  0.39
H 0.592264 -5.972961 -2.317296  0.36
H -0.590077 -7.214946 -1.973416  0.41
H 1.671781 -8.129543 -1.894731  0.42
H 0.885495 -8.288108 -0.340562  0.32
H 3.193930 -7.649931 -0.012862  0.43
H 2.176508 -6.334199 0.538178  0.02
H 3.628525 -6.453965 -2.161083  0.42
H 4.117414 -5.498224 -0.753760  -0.03
H 2.627413 -5.096782 -1.609613  0.14

Forces on atoms 1 to 6 (eV/Å):
C 2.04 2.16 -6.33
C -1.57 -0.64 6.34
C 0.11 -0.71 0.28
C -0.64 -0.47 -0.61
C -0.21 0.68 0.44
C 0.54 1.59 2.78

=====

[4]
DFT (ωB97M-V/def2-TZVPD) results for a molecular structure, C31H45As3BBrNiO2.

As for the charge: 0. Its strongest force on any atom is 0.66 eV/A. The frontier orbital gap comes out at 7.92 eV. The spin multiplicity is 1. For the total energy, the calculation gives -12173.22810 hartree. For the energy above the lowest of the compared OMol25 structures with the same formula, charge and spin, the calculation gives 1.444 eV.

Last column: Mulliken charge in e.
Geometry (Å):
Ni 0.126533 2.199277 -1.089712  -0.21
Br 1.420301 3.825828 -2.428122  -0.13
C 0.349000 5.251418 -1.758155  0.63
C 0.749905 6.521104 -2.048749  -0.79
C -0.040808 7.596497 -1.601648  -0.47
C -1.195805 7.338661 -0.926083  -0.90
C -1.613765 6.014719 -0.645373  0.85
C -2.842001 5.789058 0.012425  -0.77
C -3.240255 4.512969 0.255493  -1.13
C -2.427561 3.416123 -0.101703  0.75
C -1.194658 3.535293 -0.714064  -0.05
C -0.815564 4.898360 -1.031927  0.19
H 1.650565 6.696925 -2.620075  0.41
H 0.266669 8.611805 -1.813031  0.39
H -1.827974 8.153062 -0.593229  0.35
H -3.449654 6.638624 0.299803  0.36
H -4.190017 4.323616 0.741221  0.41
H -2.805683 2.443397 0.169018  0.46
C 3.847063 2.733793 0.509217  -1.33
As 2.185712 1.692559 0.552584  0.95
C 1.272504 2.761393 1.913883  -1.32
C 2.775884 0.261524 1.780175  -2.31
C 3.370088 -1.045467 1.236423  3.24
C 4.055782 -1.731190 2.425491  -2.08
C 2.247325 -1.961426 0.755170  -1.89
As 0.996824 -1.292231 -0.620756  0.76
C 2.022629 -1.455386 -2.286854  -1.23
C 0.038735 -2.996085 -0.800749  -1.41
C 4.393382 -0.702287 0.146092  -1.72
As 5.640246 -1.958426 -0.760717  0.44
C 6.993838 -2.154886 0.650361  -1.15
C 4.880329 -3.763957 -0.584252  -1.07
H 4.281476 2.778626 1.508304  0.40
H 3.616341 3.741892 0.173694  0.44
H 4.565546 2.292340 -0.180355  0.34
H 1.872731 2.806492 2.823887  0.48
H 0.299022 2.319651 2.123160  0.31
H 1.110744 3.770097 1.527206  0.38
H 1.904667 0.038634 2.404256  0.43
H 3.514130 0.744614 2.427608  0.67
H 3.355955 -1.833050 3.257800  0.42
H 4.912484 -1.149065 2.773003  0.46
H 4.405395 -2.729273 2.161226  0.30
H 1.598273 -2.152184 1.616987  0.55
H 2.627784 -2.928028 0.427471  0.42
H 2.664173 -2.336478 -2.293971  0.32
H 2.626648 -0.567545 -2.466747  0.31
H 1.295130 -1.538711 -3.094715  0.47
H 0.736031 -3.824268 -0.939183  0.48
H -0.633347 -2.940014 -1.655192  0.40
H -0.561669 -3.173186 0.091508  0.37
H 5.089422 0.042735 0.551700  0.62
H 3.877961 -0.200199 -0.676932  0.02
H 7.386599 -1.172289 0.911273  0.32
H 7.814384 -2.752801 0.254499  0.40
H 6.603834 -2.634887 1.545463  0.31
H 3.999395 -3.882539 -1.212037  0.24
H 4.637002 -4.035427 0.441442  0.29
H 5.647711 -4.446018 -0.952647  0.41
C -6.813343 -2.963669 -0.190480  -1.64
C -5.443338 -3.201599 0.459314  1.97
C -5.052941 -4.677168 0.295974  -1.61
C -5.566459 -2.903838 1.954264  -2.08
C -4.394908 -2.318418 -0.220476  0.61
C -4.161444 -2.471029 -1.588512  -0.39
C -3.223375 -1.712552 -2.283453  -2.15
C -2.513603 -0.780732 -1.558923  1.18
O -1.524463 0.071947 -1.969021  -0.42
B -1.131605 0.808089 -0.816023  -0.23
O -1.909011 0.363350 0.272554  -0.48
C -2.736037 -0.613510 -0.207508  0.63
C -3.660770 -1.361467 0.487832  -1.04
H -7.571954 -3.586044 0.289735  0.45
H -6.801478 -3.207875 -1.252797  0.33
H -7.111764 -1.918817 -0.089619  0.38
H -5.790606 -5.319199 0.782771  0.44
H -4.078094 -4.870494 0.747565  0.36
H -4.998858 -4.964073 -0.754403  0.33
H -6.322818 -3.557018 2.392955  0.43
H -5.872481 -1.872119 2.135839  0.38
H -4.626952 -3.083580 2.479974  0.39
H -4.729060 -3.208753 -2.141211  0.39
H -3.056516 -1.848959 -3.343733  0.45
H -3.795494 -1.196257 1.546500  0.55

Forces on atoms 1 to 6 (eV/Å):
Ni 0.33 0.07 0.57
Br 0.17 -0.04 0.06
C 0.00 -0.03 -0.04
C -0.03 -0.08 0.03
C -0.01 0.01 0.01
C 0.02 0.03 -0.01